(1)
Formula: H4OP2S
Source: the Open Molecules 2025 dataset
Level of theory: ωB97M-V with the def2-TZVPD basis set

## Properties
ΔE to the lowest compared entry with this formula, charge and spin = 1.749 eV
Kohn-Sham gap = 8.19 eV
net charge = 0
HOMO level = -0.33014 hartree

Last column: Löwdin charge in e.
Atoms and positions in Å:
1 O -0.00672 1.64154 0.80009  -0.45
2 P -1.33321 -0.85293 -0.56513  0.51
3 P 0.51377 0.17211 0.12270  -0.09
4 S 1.81884 0.41514 -1.29608  0.09
5 H -0.24546 2.38351 0.20847  0.06
6 H -0.97194 -1.88070 0.52771  -0.10
7 H -0.71110 -1.48591 -1.75607  -0.12
8 H 0.93583 -0.39276 1.95831  0.10

=====

(2)
Formula: H4OP2S
Source: the Open Molecules 2025 dataset
Level of theory: ωB97M-V with the def2-TZVPD basis set

## Properties
ΔE to the lowest compared entry with this formula, charge and spin = 3.572 eV
Kohn-Sham gap (alpha / beta) = 8.60 / 4.31 eV
net charge = 0
HOMO level (alpha / beta) = -0.33448 / -0.30023 hartree

Last column: Löwdin charge in e.
Atoms and positions in Å:
1 O 0.18408 -0.43293 -0.09459  -0.58
2 P 1.49666 1.40332 -2.28067  0.59
3 P -0.56101 -0.65000 1.23410  0.22
4 S -1.06409 -2.48082 1.83742  0.40
5 H 0.67970 1.68729 -1.20284  -0.27
6 H 0.89392 0.48661 -3.04902  -0.29
7 H 0.05487 -0.12225 2.32122  -0.03
8 H -1.68415 0.10877 1.23439  -0.03

=====

(3)
Formula: H4OS2
Source: the Open Molecules 2025 dataset
Level of theory: ωB97M-V with the def2-TZVPD basis set

## Properties
ΔE to the lowest compared entry with this formula, charge and spin = 0.085 eV
Kohn-Sham gap = 10.19 eV
net charge = 0
SMILES = SS.O
HOMO level = -0.36534 hartree

Last column: Löwdin charge in e.
Atoms and positions in Å:
1 O -2.13455 -0.91137 1.44697  -0.09
2 H -1.64236 -0.42094 0.75021  0.02
3 H -2.75712 -0.24901 1.82371  0.05
4 S 0.60179 0.54013 -1.44595  0.21
5 S 2.06029 0.69418 -0.00114  0.22
6 H 0.79917 -0.75354 -1.77752  -0.20
7 H 3.07277 1.10055 -0.79628  -0.20

=====

(4)
Formula: H4OS2
Source: the Open Molecules 2025 dataset
Level of theory: ωB97M-V with the def2-TZVPD basis set

## Properties
ΔE to the lowest compared entry with this formula, charge and spin = 0.249 eV
Kohn-Sham gap = 9.48 eV
net charge = 0
SMILES = SS.O
HOMO level = -0.35105 hartree

Last column: Löwdin charge in e.
Atoms and positions in Å:
1 O -2.17089 -0.67790 -1.71465  -0.09
2 H -2.78632 -0.69220 -0.94700  0.05
3 H -1.30627 -0.40222 -1.33428  0.01
4 S 2.50504 0.68727 0.23102  0.23
5 S 0.51444 0.86717 0.87718  0.21
6 H 3.08561 0.52044 1.43833  -0.20
7 H 0.15839 -0.30256 1.44941  -0.20

=====

(5)
Formula: H4OSSi
Source: the Open Molecules 2025 dataset
Level of theory: ωB97M-V with the def2-TZVPD basis set

## Properties
ΔE to the lowest compared entry with this formula, charge and spin = 1.011 eV
Kohn-Sham gap = 10.13 eV
net charge = 0
HOMO level = -0.35708 hartree

Last column: Löwdin charge in e.
Atoms and positions in Å:
1 O -1.20255 0.19734 -1.03654  -0.33
2 Si 0.10874 0.53848 -0.20206  0.16
3 S 0.11790 -0.23673 1.86042  0.34
4 H -1.67275 -0.66958 -1.36477  0.14
5 H 1.42568 -0.46599 -1.02713  -0.01
6 H 0.48167 2.00088 -0.04080  -0.05
7 H 0.74131 -1.36441 1.81089  -0.26

=====

(6)
Formula: H4P2S
Source: the Open Molecules 2025 dataset
Level of theory: ωB97M-V with the def2-TZVPD basis set

## Properties
ΔE to the lowest compared entry with this formula, charge and spin = 0.918 eV
Kohn-Sham gap = 8.74 eV
net charge = 0
HOMO level = -0.32476 hartree

Last column: Löwdin charge in e.
Atoms and positions in Å:
1 P -1.25055 -0.38186 0.20894  0.12
2 P 0.68283 0.15470 0.98304  0.23
3 S -1.25796 0.48179 2.18494  -0.06
4 H -1.59792 0.99294 -0.11666  -0.17
5 H 1.56153 -0.07790 -2.12434  -0.01
6 H 1.21110 -0.00417 -2.89039  0.02
7 H 0.65097 -1.16550 1.75448  -0.14

=====

(7)
Formula: H4P2S
Source: the Open Molecules 2025 dataset
Level of theory: ωB97M-V with the def2-TZVPD basis set

## Properties
ΔE to the lowest compared entry with this formula, charge and spin = 2.117 eV
Kohn-Sham gap (alpha / beta) = 6.84 / 7.49 eV
net charge = 0
HOMO level (alpha / beta) = -0.33030 / -0.34004 hartree

Last column: Löwdin charge in e.
Atoms and positions in Å:
1 P 1.10898 -0.97009 -0.24401  0.34
2 P -1.01483 -0.81164 0.23232  0.38
3 S -0.65078 2.07745 -0.66441  0.14
4 H 1.21382 -2.05463 0.69604  -0.16
5 H 1.22206 0.13758 0.59137  -0.21
6 H -1.77841 -1.24853 -0.91066  -0.20
7 H -0.10083 2.86986 0.29936  -0.29

=====

(8)
Formula: H4S2
Source: the Open Molecules 2025 dataset
Level of theory: ωB97M-V with the def2-TZVPD basis set

## Properties
ΔE to the lowest compared entry with this formula, charge and spin = 0.040 eV
Kohn-Sham gap = 10.46 eV
net charge = 0
SMILES = S.S
HOMO level = -0.35867 hartree

Last column: Löwdin charge in e.
Atoms and positions in Å:
1 S 1.22633 1.54800 1.65667  0.46
2 H 2.38125 0.85786 1.69631  -0.22
3 H 0.55996 0.50344 1.13077  -0.25
4 S -1.79749 -0.84202 -1.04281  0.45
5 H -0.53318 -1.30364 -1.05501  -0.22
6 H -1.83685 -0.76364 -2.38595  -0.22

=====

Taking the records one at a time from the top gives energy values of -1158.46967, -1158.40267, -873.99783, -873.99183, -765.32359, -1083.21654, -1083.17245, -798.74792 Eh.